Record 1
Below is a structure of composition C48H120AlClFN12O32P4 at a distorted geometry, with properties calculated with wB97M-V/def2-TZVPD.

Each line ends with the Mulliken charge.
Atoms and positions in Å:
Al (-1.647, 1.885, 4.463)  1.232
F (-0.134, -0.185, 5.934)  -0.575
Cl (-0.322, -0.462, 0.980)  -0.934
O (-0.144, 0.056, -0.361)  0.245
O (0.217, 0.490, 1.928)  -0.648
O (-1.723, -0.456, 1.364)  0.106
O (0.367, -1.679, 1.108)  0.175
O (-2.113, 3.485, -5.856)  -0.857
P (-0.882, 2.800, -5.302)  0.160
N (0.257, 2.411, -6.499)  0.402
C (0.823, 3.518, -7.263)  -1.030
C (0.028, 1.197, -7.291)  -1.269
N (-1.219, 1.300, -4.558)  0.876
C (-0.264, 0.378, -4.038)  -1.908
C (-2.588, 0.855, -4.608)  -1.270
N (-0.072, 3.751, -4.076)  0.509
C (1.005, 3.254, -3.205)  -0.270
C (-0.634, 5.038, -3.794)  -1.115
H (1.821, 3.235, -7.599)  0.329
H (0.933, 4.362, -6.582)  0.353
H (0.254, 3.727, -8.168)  0.327
H (-0.824, 1.334, -7.957)  0.310
H (0.066, 0.282, -6.700)  0.215
H (0.943, 1.141, -7.879)  0.511
H (-0.550, -0.617, -4.378)  0.920
H (0.749, 0.646, -4.339)  0.029
H (-0.362, 0.367, -2.952)  0.671
H (-3.238, 1.699, -4.377)  0.339
H (-2.821, 0.473, -5.601)  0.343
H (-2.772, -0.061, -4.046)  0.444
H (1.595, 4.091, -2.833)  0.506
H (0.518, 2.796, -2.344)  0.387
H (1.721, 2.552, -3.633)  -0.354
H (-0.666, 5.601, -4.726)  0.337
H (-0.113, 5.684, -3.087)  0.389
H (-1.709, 4.943, -3.640)  0.374
O (1.082, -2.248, -5.961)  -1.081
P (2.588, -2.105, -6.029)  0.692
N (3.385, -3.599, -5.784)  0.443
C (4.841, -3.802, -5.715)  -0.947
C (2.581, -4.800, -5.808)  -1.054
N (3.288, -0.942, -4.983)  0.389
C (3.422, 0.523, -5.366)  -1.225
C (3.253, -1.133, -3.569)  -0.594
N (3.229, -1.572, -7.520)  0.457
C (2.521, -1.800, -8.782)  -1.105
C (4.633, -1.140, -7.686)  -1.110
H (5.283, -2.833, -5.485)  0.261
H (5.118, -4.205, -6.690)  0.317
H (5.112, -4.604, -5.029)  0.413
H (2.063, -4.805, -4.849)  0.234
H (3.160, -5.707, -5.982)  0.443
H (1.892, -4.637, -6.637)  0.303
H (3.121, 1.208, -4.574)  0.201
H (4.440, 0.662, -5.729)  0.450
H (2.752, 0.731, -6.201)  0.231
H (2.643, -0.345, -3.128)  0.259
H (2.666, -2.007, -3.285)  -0.254
H (4.279, -1.124, -3.201)  0.378
H (1.554, -2.252, -8.556)  0.289
H (2.350, -0.861, -9.307)  0.305
H (3.096, -2.539, -9.340)  0.345
H (4.658, -0.119, -8.067)  0.304
H (5.071, -1.735, -8.488)  0.345
H (5.154, -1.161, -6.729)  0.354
O (1.084, 2.988, 4.142)  -0.812
P (2.412, 3.658, 3.899)  -0.050
N (3.750, 2.656, 3.911)  0.802
C (5.040, 3.133, 3.388)  -1.068
C (3.794, 1.372, 4.602)  -1.096
N (2.771, 4.985, 4.830)  0.372
C (1.977, 6.204, 4.789)  -1.032
C (3.354, 4.810, 6.155)  -0.976
N (2.388, 4.360, 2.299)  1.102
C (1.659, 3.773, 1.162)  -1.256
C (3.363, 5.285, 1.855)  -1.470
H (5.220, 4.143, 3.757)  0.409
H (5.113, 3.009, 2.308)  0.128
H (5.874, 2.600, 3.845)  0.485
H (4.620, 1.394, 5.312)  0.417
H (3.910, 0.648, 3.795)  0.204
H (2.832, 1.073, 5.018)  0.288
H (2.631, 7.005, 5.134)  0.451
H (1.908, 6.535, 3.753)  0.217
H (1.107, 6.134, 5.442)  0.280
H (2.569, 5.098, 6.853)  0.340
H (3.708, 3.781, 6.224)  0.298
H (4.193, 5.503, 6.219)  0.309
H (0.979, 4.514, 0.741)  0.371
H (2.382, 3.673, 0.353)  0.419
H (1.222, 2.810, 1.430)  0.021
H (2.946, 6.199, 1.432)  0.379
H (4.000, 4.935, 1.043)  0.295
H (4.059, 5.593, 2.636)  0.389
O (-4.359, 2.149, 3.158)  0.038
P (-5.707, 2.715, 2.985)  -0.233
N (-5.867, 4.081, 1.905)  0.804
C (-5.110, 5.325, 2.139)  -1.297
C (-7.175, 4.335, 1.169)  -1.210
N (-6.593, 3.122, 4.361)  0.320
C (-6.016, 4.091, 5.297)  -0.958
C (-8.065, 3.266, 4.266)  -1.007
N (-6.695, 1.480, 2.233)  0.336
C (-7.107, 0.361, 3.088)  -1.041
C (-6.718, 1.181, 0.785)  -0.334
H (-4.101, 5.147, 2.512)  0.194
H (-5.644, 6.018, 2.789)  0.333
H (-4.815, 5.753, 1.181)  0.436
H (-7.872, 3.508, 1.037)  0.359
H (-6.938, 4.666, 0.158)  0.385
H (-7.849, 5.100, 1.555)  0.305
H (-6.040, 5.130, 4.968)  0.299
H (-6.420, 3.964, 6.302)  0.402
H (-4.964, 3.914, 5.521)  0.214
H (-8.286, 4.280, 3.932)  0.302
H (-8.466, 2.526, 3.573)  0.287
H (-8.504, 3.211, 5.262)  0.365
H (-6.801, 0.440, 4.132)  0.387
H (-8.169, 0.166, 2.940)  0.365
H (-6.597, -0.530, 2.723)  0.062
H (-6.208, 0.238, 0.587)  -0.457
H (-6.243, 1.910, 0.129)  0.343
H (-7.740, 0.947, 0.488)  0.417
C (-3.362, -4.636, -2.771)  -0.743
O (-1.982, -4.528, -2.762)  -0.356
C (-1.176, -5.429, -2.313)  0.693
O (-1.461, -6.523, -1.894)  -0.592
O (0.065, -5.056, -2.331)  -0.490
C (0.461, -3.745, -2.803)  -0.548
H (-3.735, -5.258, -1.957)  0.382
H (-3.832, -5.033, -3.671)  0.315
H (-3.792, -3.648, -2.604)  0.193
H (0.143, -3.610, -3.836)  0.540
H (1.551, -3.741, -2.800)  0.026
H (0.225, -2.991, -2.051)  0.598
C (3.760, 0.706, 0.786)  0.669
O (4.762, 0.409, -0.200)  -0.057
C (6.028, 0.628, 0.133)  0.638
O (6.533, 1.183, 1.083)  -0.599
O (6.773, 0.218, -0.863)  -0.283
C (8.177, 0.278, -0.750)  -0.796
H (3.949, 1.650, 1.296)  -0.588
H (3.597, -0.138, 1.457)  0.004
H (2.774, 0.902, 0.364)  -0.171
H (8.590, -0.015, -1.715)  0.256
H (8.516, -0.249, 0.142)  0.331
H (8.645, 1.258, -0.659)  0.336
C (3.617, -3.041, 0.192)  -0.639
O (4.317, -3.039, -0.994)  -0.005
C (5.602, -3.449, -0.870)  0.601
O (6.197, -3.603, 0.176)  -0.605
O (6.134, -3.571, -2.093)  -0.131
C (7.501, -3.900, -2.181)  -0.818
H (2.802, -3.749, 0.042)  0.274
H (3.230, -2.025, 0.263)  -0.155
H (4.188, -3.343, 1.070)  0.530
H (7.875, -4.885, -1.899)  0.314
H (8.041, -3.134, -1.626)  0.293
H (7.862, -3.675, -3.184)  0.288
C (-3.245, 2.957, -0.317)  -0.270
O (-2.570, 4.217, -0.018)  -0.365
C (-1.888, 4.307, 1.130)  0.563
O (-1.622, 3.260, 1.816)  0.013
O (-1.687, 5.656, 1.399)  -0.323
C (-0.924, 6.052, 2.522)  -0.670
H (-4.141, 2.762, 0.272)  -0.142
H (-2.506, 2.170, -0.166)  0.144
H (-3.559, 2.809, -1.351)  0.382
H (-0.480, 6.981, 2.166)  0.326
H (-0.171, 5.369, 2.915)  0.185
H (-1.616, 6.304, 3.325)  0.370
C (-1.940, -4.524, 1.715)  0.284
O (-0.917, -5.251, 2.255)  -0.070
C (-0.498, -6.495, 1.772)  0.524
O (-1.022, -7.107, 0.854)  -0.534
O (0.567, -6.988, 2.408)  -0.404
C (1.359, -6.316, 3.285)  -0.431
H (-1.822, -4.672, 0.641)  -0.031
H (-1.894, -3.484, 2.037)  -0.295
H (-2.906, -4.912, 2.038)  0.184
H (0.860, -6.297, 4.254)  0.315
H (1.755, -5.353, 2.963)  0.029
H (2.222, -6.904, 3.597)  0.394
C (-7.970, -4.921, 0.646)  -0.712
O (-6.613, -4.568, 0.479)  -0.268
C (-6.281, -3.284, 0.601)  0.638
O (-7.047, -2.389, 0.994)  -0.590
O (-5.022, -3.216, 0.246)  0.103
C (-4.311, -2.027, 0.224)  -0.821
H (-8.174, -4.855, 1.715)  0.266
H (-8.098, -5.924, 0.239)  0.232
H (-8.624, -4.291, 0.043)  0.311
H (-3.273, -2.153, -0.084)  0.122
H (-4.294, -1.559, 1.209)  0.152
H (-4.903, -1.429, -0.469)  0.516
C (-1.302, -2.739, 4.470)  -0.257
O (-2.747, -3.022, 4.424)  -0.455
C (-3.595, -1.965, 4.279)  0.526
O (-3.235, -0.790, 4.272)  -0.369
O (-4.906, -2.346, 4.208)  -0.249
C (-5.392, -3.685, 4.139)  -0.590
H (-0.928, -3.741, 4.262)  0.193
H (-1.029, -2.460, 5.487)  0.567
H (-0.914, -2.091, 3.683)  -0.038
H (-4.766, -4.390, 3.592)  0.226
H (-6.401, -3.764, 3.733)  0.187
H (-5.514, -4.054, 5.157)  0.341
C (1.935, -2.024, 3.714)  0.481
O (3.017, -2.388, 4.510)  -0.425
C (2.865, -3.302, 5.438)  0.760
O (1.886, -3.979, 5.675)  -0.593
O (4.040, -3.387, 6.045)  -0.303
C (4.247, -4.040, 7.229)  -0.708
H (2.265, -1.383, 2.897)  -0.493
H (1.279, -1.362, 4.279)  0.435
H (1.298, -2.820, 3.329)  0.135
H (4.797, -4.945, 6.974)  0.251
H (3.380, -4.416, 7.773)  0.360
H (4.868, -3.349, 7.799)  0.254

Its total charge is +1. As for the total energy: -194095.7449 eV. Its HOMO energy is -9.83 eV. The spin multiplicity is 1. As for the HOMO-LUMO gap: 0.04920 Eh.

Record 2
Below is a structure of composition C48H120BCdF4N8O4S at a distorted geometry, with properties calculated with wB97M-V/def2-TZVPD.

Each line ends with the Mulliken charge.
Atoms and positions in Å:
Cd (0.913, -0.833, 0.020)  3.151
S (2.124, 1.102, 1.206)  0.911
O (2.236, -0.346, 1.353)  -0.968
O (1.547, 1.712, 2.384)  -0.676
O (3.373, 1.714, 0.863)  -0.752
O (1.172, 1.077, 0.067)  -1.706
B (-0.925, -1.937, 0.868)  0.901
F (0.227, -2.639, 1.029)  -0.132
F (-0.731, -0.677, 1.441)  -0.545
F (-0.924, -1.703, -0.491)  -0.683
F (-2.027, -2.653, 1.228)  0.030
C (1.200, -4.665, 5.382)  -1.321
C (1.591, -4.192, 3.932)  1.208
N (2.653, -4.934, 3.296)  0.171
C (3.313, -4.239, 2.180)  -0.543
C (4.065, -2.996, 2.673)  -1.051
C (2.175, -6.242, 2.843)  -0.196
C (3.333, -7.225, 2.452)  -1.469
H (1.950, -4.405, 6.129)  0.271
H (1.128, -5.750, 5.454)  0.439
H (0.232, -4.231, 5.634)  0.278
H (0.683, -4.165, 3.329)  -0.005
H (1.884, -3.147, 4.034)  -0.824
H (2.701, -4.064, 1.295)  0.274
H (4.093, -4.949, 1.905)  0.380
H (3.315, -2.210, 2.758)  -0.196
H (4.776, -2.607, 1.944)  0.471
H (4.673, -3.135, 3.567)  0.437
H (1.607, -6.708, 3.648)  0.407
H (1.480, -6.255, 2.004)  0.246
H (4.119, -7.293, 3.203)  0.311
H (2.828, -8.185, 2.563)  0.481
H (3.743, -7.080, 1.453)  0.319
C (-5.202, -2.843, 1.095)  -1.191
C (-5.166, -1.386, 1.512)  0.027
N (-5.542, -0.417, 0.436)  0.197
C (-4.497, -0.372, -0.589)  1.167
C (-4.670, 0.712, -1.633)  -1.770
C (-6.891, -0.674, -0.142)  -0.048
C (-7.982, -0.728, 0.868)  -1.687
H (-4.393, -3.099, 0.412)  0.042
H (-6.147, -3.158, 0.653)  0.351
H (-5.084, -3.527, 1.935)  0.472
H (-5.820, -1.152, 2.352)  0.571
H (-4.193, -1.180, 1.958)  -0.314
H (-3.467, -0.381, -0.233)  -0.417
H (-4.633, -1.278, -1.180)  -0.132
H (-3.934, 0.550, -2.422)  0.468
H (-5.590, 0.806, -2.210)  0.243
H (-4.513, 1.688, -1.175)  0.229
H (-6.841, -1.613, -0.694)  0.213
H (-7.204, 0.101, -0.841)  0.416
H (-7.927, -1.603, 1.515)  0.340
H (-8.784, -0.977, 0.172)  0.506
H (-8.236, 0.160, 1.447)  0.267
C (4.122, -2.052, -2.374)  -1.707
C (3.064, -1.589, -1.344)  0.373
N (1.670, -1.376, -1.881)  1.981
C (1.118, -2.550, -2.622)  -0.344
C (1.205, -3.818, -1.771)  -1.402
C (1.590, -0.157, -2.763)  -0.232
C (0.128, 0.170, -3.186)  -1.402
H (5.090, -1.633, -2.097)  0.468
H (3.873, -1.679, -3.367)  0.290
H (4.247, -3.121, -2.544)  0.315
H (3.101, -2.188, -0.435)  0.037
H (3.455, -0.627, -1.014)  -0.629
H (0.104, -2.387, -2.986)  -0.333
H (1.633, -2.740, -3.565)  0.353
H (2.204, -4.144, -1.482)  0.268
H (0.547, -3.659, -0.916)  0.086
H (0.751, -4.608, -2.368)  0.518
H (2.157, -0.255, -3.689)  0.384
H (1.965, 0.639, -2.119)  -0.086
H (-0.397, -0.560, -3.803)  0.421
H (-0.016, 1.086, -3.759)  0.496
H (-0.455, 0.252, -2.268)  -0.321
C (-0.293, -1.146, 4.933)  -0.393
C (0.292, -0.783, 6.317)  -1.154
N (1.319, 0.248, 6.231)  0.286
C (1.552, 0.824, 7.588)  -0.479
C (2.307, 2.180, 7.540)  -1.310
C (2.562, -0.172, 5.504)  0.544
C (3.430, -1.226, 6.131)  -1.095
H (-1.238, -1.675, 5.055)  0.690
H (0.307, -1.719, 4.227)  -0.548
H (-0.582, -0.224, 4.428)  0.288
H (-0.550, -0.414, 6.902)  0.549
H (0.701, -1.639, 6.853)  0.372
H (0.607, 1.063, 8.075)  0.409
H (2.119, 0.089, 8.159)  0.341
H (2.601, 2.627, 8.490)  0.415
H (3.307, 2.054, 7.124)  0.298
H (1.788, 2.854, 6.860)  0.296
H (3.159, 0.708, 5.265)  0.454
H (2.225, -0.582, 4.553)  -0.961
H (3.873, -0.852, 7.054)  0.406
H (4.232, -1.601, 5.496)  0.301
H (2.762, -2.017, 6.470)  0.136
C (-1.928, 2.724, 1.221)  -1.128
C (-2.800, 1.819, 2.126)  0.386
N (-2.754, 2.257, 3.519)  0.207
C (-3.500, 1.217, 4.297)  0.039
C (-3.411, 1.379, 5.810)  -1.717
C (-3.111, 3.647, 3.920)  -0.867
C (-4.522, 4.199, 3.627)  -1.116
H (-1.976, 2.414, 0.177)  -0.028
H (-0.866, 2.628, 1.443)  0.179
H (-2.227, 3.771, 1.267)  0.582
H (-3.796, 1.963, 1.707)  0.275
H (-2.519, 0.773, 1.998)  -0.498
H (-3.044, 0.258, 4.051)  0.086
H (-4.549, 1.229, 4.004)  0.444
H (-3.839, 2.306, 6.194)  0.398
H (-2.359, 1.315, 6.090)  0.275
H (-3.794, 0.468, 6.270)  0.478
H (-2.786, 3.827, 4.945)  0.552
H (-2.444, 4.253, 3.307)  0.449
H (-5.273, 3.648, 4.194)  0.275
H (-4.620, 5.255, 3.877)  0.423
H (-4.816, 4.072, 2.585)  0.232
C (0.070, 6.382, -3.505)  -1.222
C (-0.037, 5.030, -4.268)  -0.878
N (-0.209, 3.876, -3.398)  0.103
C (0.888, 3.623, -2.468)  0.069
C (2.250, 3.419, -3.138)  -1.127
C (-1.430, 3.994, -2.587)  0.555
C (-2.696, 4.100, -3.402)  -1.677
H (-0.885, 6.717, -3.100)  0.308
H (0.407, 7.138, -4.214)  0.429
H (0.774, 6.386, -2.673)  0.284
H (-0.882, 5.070, -4.956)  0.551
H (0.815, 4.720, -4.872)  0.585
H (0.993, 4.395, -1.706)  0.559
H (0.593, 2.750, -1.885)  -0.542
H (2.233, 2.597, -3.854)  0.202
H (2.693, 4.303, -3.598)  0.751
H (2.988, 3.173, -2.375)  -0.037
H (-1.456, 4.884, -1.959)  0.328
H (-1.507, 3.139, -1.916)  -0.313
H (-2.881, 5.110, -3.770)  0.376
H (-3.550, 3.898, -2.756)  0.436
H (-2.712, 3.329, -4.172)  0.296
C (6.660, 2.958, -5.871)  -1.471
C (5.860, 2.945, -4.564)  0.201
N (6.700, 3.103, -3.364)  0.099
C (7.285, 4.424, -3.226)  -0.413
C (8.574, 4.434, -2.420)  -1.314
C (5.943, 2.744, -2.089)  -0.699
C (5.477, 1.228, -2.093)  -0.892
H (7.447, 2.212, -5.981)  0.340
H (7.149, 3.910, -6.077)  0.325
H (6.063, 2.714, -6.749)  0.437
H (5.067, 3.692, -4.598)  -0.024
H (5.326, 1.997, -4.497)  0.185
H (7.404, 4.877, -4.210)  0.452
H (6.490, 5.034, -2.796)  0.289
H (9.362, 3.816, -2.851)  0.302
H (9.008, 5.433, -2.395)  0.428
H (8.401, 4.195, -1.371)  0.297
H (5.141, 3.464, -1.926)  0.368
H (6.626, 2.750, -1.239)  0.351
H (4.680, 1.118, -2.829)  0.017
H (5.118, 0.935, -1.106)  0.462
H (6.324, 0.577, -2.307)  0.353
C (-6.334, -1.439, -4.328)  -1.630
C (-5.235, -2.511, -4.161)  -0.438
N (-3.900, -2.139, -4.635)  0.782
C (-2.970, -3.251, -4.356)  -1.045
C (-2.702, -3.467, -2.873)  -1.288
C (-3.924, -1.852, -6.056)  -0.690
C (-2.664, -0.945, -6.348)  -1.108
H (-6.757, -1.451, -5.333)  0.486
H (-5.957, -0.435, -4.133)  0.295
H (-7.194, -1.619, -3.684)  0.407
H (-5.119, -2.777, -3.110)  0.308
H (-5.503, -3.422, -4.696)  0.366
H (-3.276, -4.160, -4.872)  0.361
H (-2.034, -3.046, -4.876)  0.428
H (-3.479, -4.010, -2.336)  0.611
H (-1.859, -4.155, -2.813)  0.424
H (-2.456, -2.557, -2.326)  0.094
H (-4.792, -1.236, -6.290)  0.399
H (-3.963, -2.740, -6.687)  0.308
H (-2.581, -0.062, -5.715)  0.138
H (-2.618, -0.555, -7.365)  0.489
H (-1.763, -1.557, -6.290)  0.294

Its total charge is -1. As for the total energy: -98783.0505 eV. For the energy relative to the best compared isomer or geometry (same formula, charge and spin), the calculation gives 459.1 kJ/mol. Its HOMO energy is -5.57 eV. The spin multiplicity is 1. As for the HOMO-LUMO gap: 0.28704 Eh.

What LUMO energy values result from the calculations? In sequence: -8.49; 2.24 eV.